Entry 1:
{
  "formula": "C3H9PS",
  "method": "wB97M-V/def2-TZVPD",
  "symbols": ["C", "C", "P", "C", "S", "H", "H", "H", "H", "H", "H", "H", "H", "H"],
  "xyz": [[-1.112, -1.478, -0.310], [-0.811, 0.001, 0.038], [0.780, 0.298, -0.767], [1.194, 1.884, 0.173], [2.055, -1.104, 0.230], [-1.043, -1.742, -1.445], [-0.575, -2.084, 0.447], [-2.203, -1.660, -0.158], [-0.626, 0.074, 1.181], [-1.434, 0.902, -0.218], [0.372, 2.528, 0.184], [1.989, 2.360, -0.300], [1.410, 1.672, 1.132], [2.621, -1.490, -0.911]],
  "lumo_energy_ha": 0.0343,
  "smiles": "CCP(C)S",
  "multiplicity": 1,
  "homo_lumo_gap_ev": 9.7
}

Entry 2:
{
  "formula": "C9H16N4O2",
  "method": "wB97M-V/def2-TZVPD",
  "symbols": ["C", "C", "C", "C", "C", "C", "C", "C", "C", "N", "N", "N", "N", "O", "O", "H", "H", "H", "H", "H", "H", "H", "H", "H", "H", "H", "H", "H", "H", "H", "H"],
  "xyz": [[-0.792, -2.773, -3.099], [0.479, -0.400, -0.580], [-0.266, 0.301, 0.450], [1.571, 0.185, 2.215], [-0.540, -0.991, 2.648], [-0.590, 1.566, 2.539], [1.181, -0.154, -2.825], [0.249, 1.816, -1.687], [0.079, 0.269, 2.035], [-2.478, 0.928, -0.176], [-1.485, 0.539, 0.218], [-1.518, -2.545, -2.160], [0.621, 0.469, -1.633], [-0.026, -2.808, -3.960], [0.960, -1.500, -0.454], [2.124, -0.562, 1.477], [1.824, -0.103, 3.203], [1.946, 1.181, 2.080], [-1.567, -0.670, 3.033], [-0.725, -1.760, 1.908], [0.054, -1.298, 3.502], [-0.277, 2.448, 1.935], [-0.457, 1.704, 3.629], [-1.678, 1.417, 2.337], [0.306, 0.003, -3.569], [2.195, 0.122, -3.242], [1.126, -1.250, -2.661], [0.660, 2.424, -0.995], [0.399, 2.241, -2.638], [-0.925, 1.799, -1.625], [-2.452, -2.599, -1.903]],
  "lumo_energy_ha": 0.0234,
  "multiplicity": 1,
  "homo_lumo_gap_ev": 9.1
}

Entry 3:
{
  "formula": "C2Br3ClF2",
  "method": "wB97M-V/def2-TZVPD",
  "symbols": ["C", "C", "F", "F", "Cl", "Br", "Br", "Br"],
  "xyz": [[0.639, -0.270, -0.002], [-0.176, 0.950, 0.133], [0.135, -1.296, 0.680], [1.905, -0.108, 0.365], [-4.811, -0.329, -1.099], [0.700, -0.874, -1.964], [-2.020, 0.701, 0.165], [0.539, 2.523, -0.535]],
  "lumo_energy_ha": [-0.1688, -0.1688],
  "multiplicity": 1,
  "homo_lumo_gap_ev": [4.1, 4.1]
}

Entry 4:
{
  "formula": "C28H59NO16SSi2",
  "method": "wB97M-V/def2-TZVPD",
  "symbols": ["C", "C", "O", "N", "C", "C", "O", "Si", "C", "C", "C", "C", "S", "O", "O", "O", "O", "Si", "H", "H", "H", "H", "H", "H", "H", "H", "H", "H", "H", "H", "H", "H", "H", "H", "H", "H", "H", "O", "C", "O", "C", "C", "C", "H", "H", "H", "H", "H", "H", "H", "H", "O", "C", "O", "C", "C", "C", "H", "H", "H", "H", "H", "H", "H", "H", "O", "C", "O", "C", "C", "C", "H", "H", "H", "H", "H", "H", "H", "H", "O", "C", "O", "C", "C", "C", "H", "H", "H", "H", "H", "H", "H", "H", "O", "C", "O", "C", "C", "C", "H", "H", "H", "H", "H", "H", "H", "H"],
  "xyz": [[-1.503, -0.281, 0.393], [-0.916, -0.335, -1.146], [-1.054, 0.759, -1.903], [-0.212, -1.615, -1.607], [1.173, -1.163, -2.010], [2.046, -1.691, -3.293], [1.772, -0.254, -1.197], [-1.106, -2.426, -2.939], [-1.734, -1.259, -4.335], [-3.391, -1.176, -4.454], [-4.048, 0.084, -3.626], [-4.837, -0.469, -2.281], [-6.554, -1.135, -2.746], [-6.546, -1.779, -4.179], [-7.544, 0.059, -2.752], [-7.063, -2.271, -1.563], [-2.516, -3.224, -2.171], [-2.747, -4.837, -2.831], [-1.289, 0.796, 0.799], [-0.952, -1.083, 1.043], [-2.664, -0.412, 0.343], [1.803, -1.043, -4.266], [2.007, -2.845, -3.484], [3.186, -1.442, -3.043], [-0.307, -3.516, -3.546], [-1.380, -1.748, -5.365], [-1.283, -0.178, -4.328], [-3.631, -0.968, -5.605], [-3.912, -2.205, -4.207], [-4.859, 0.663, -4.282], [-3.212, 0.867, -3.387], [-4.267, -1.334, -1.733], [-4.899, 0.427, -1.499], [-6.620, -3.148, -1.763], [-3.954, -5.505, -2.290], [-2.862, -4.701, -4.301], [-1.618, -5.692, -2.447], [-0.140, -0.416, 2.764], [1.004, -0.841, 2.602], [1.311, -2.115, 2.930], [2.563, -2.758, 2.626], [3.607, -2.433, 3.676], [2.095, 0.070, 2.124], [2.892, -2.516, 1.611], [2.367, -3.836, 2.637], [3.822, -1.362, 3.713], [4.540, -2.966, 3.469], [3.251, -2.718, 4.671], [2.475, 0.650, 2.969], [1.675, 0.752, 1.377], [2.919, -0.445, 1.634], [4.731, 1.461, 3.849], [4.277, 2.394, 4.511], [5.103, 3.334, 5.021], [4.665, 4.547, 5.659], [4.345, 4.304, 7.121], [2.815, 2.455, 4.840], [3.832, 5.000, 5.113], [5.500, 5.253, 5.589], [3.526, 3.590, 7.242], [4.063, 5.239, 7.614], [5.212, 3.880, 7.637], [2.611, 1.804, 5.694], [2.249, 2.100, 3.972], [2.450, 3.459, 5.049], [-11.159, 5.240, 0.502], [-10.361, 4.542, -0.122], [-10.379, 3.198, 0.013], [-9.611, 2.284, -0.792], [-8.205, 2.133, -0.245], [-9.299, 5.172, -0.972], [-9.627, 2.580, -1.845], [-10.122, 1.317, -0.736], [-7.660, 3.081, -0.264], [-7.642, 1.399, -0.829], [-8.234, 1.808, 0.799], [-8.466, 5.482, -0.336], [-9.725, 6.054, -1.464], [-8.930, 4.530, -1.770], [6.939, 6.122, 3.942], [7.105, 5.905, 2.742], [6.261, 6.438, 1.830], [6.461, 6.388, 0.406], [5.955, 5.079, -0.167], [8.187, 4.978, 2.277], [7.505, 6.588, 0.148], [5.876, 7.213, -0.017], [6.499, 4.223, 0.242], [6.060, 5.068, -1.255], [4.901, 4.932, 0.088], [7.842, 3.945, 2.372], [9.067, 5.125, 2.912], [8.518, 5.160, 1.255], [3.266, -4.436, -2.401], [2.935, -5.605, -2.210], [2.179, -6.257, -3.121], [1.880, -7.665, -3.078], [0.695, -7.940, -2.174], [3.286, -6.298, -0.928], [2.766, -8.246, -2.804], [1.624, -7.958, -4.103], [0.899, -7.645, -1.141], [0.439, -9.003, -2.186], [-0.176, -7.363, -2.500], [2.567, -6.012, -0.156], [4.289, -5.978, -0.624], [3.326, -7.383, -1.006]],
  "lumo_energy_ha": 0.0001,
  "multiplicity": 1,
  "homo_lumo_gap_ev": 9.8
}

Entry 5:
{
  "formula": "C26H25BClN2O14",
  "method": "wB97M-V/def2-TZVPD",
  "symbols": ["C", "C", "N", "C", "C", "C", "C", "C", "B", "O", "O", "N", "C", "Cl", "H", "H", "H", "H", "H", "H", "H", "H", "H", "H", "H", "H", "H", "C", "C", "C", "O", "C", "C", "C", "O", "O", "O", "H", "H", "H", "H", "C", "C", "C", "O", "C", "C", "C", "O", "O", "O", "H", "H", "H", "H", "C", "C", "C", "O", "C", "C", "C", "O", "O", "O", "H", "H", "H", "H"],
  "xyz": [[-7.817, -1.753, -0.288], [-7.166, -0.565, -0.982], [-5.921, -0.906, -1.707], [-4.807, -1.052, -0.878], [-4.295, -2.283, -0.442], [-3.164, -2.363, 0.356], [-2.496, -1.214, 0.733], [-1.229, -1.188, 1.527], [-0.976, 0.201, 2.281], [-1.252, 0.419, 3.587], [-0.488, 1.251, 1.542], [-3.016, -0.040, 0.311], [-4.114, 0.079, -0.463], [-4.491, 1.645, -0.951], [-8.864, -1.561, -0.070], [-7.317, -1.957, 0.660], [-7.721, -2.662, -0.883], [-7.852, -0.082, -1.673], [-6.915, 0.184, -0.230], [-6.062, -1.807, -2.152], [-4.806, -3.178, -0.772], [-2.767, -3.319, 0.663], [-0.395, -1.382, 0.846], [-1.266, -2.030, 2.219], [-1.652, -0.335, 4.027], [-0.450, 1.011, 0.605], [-2.546, 0.830, 0.550], [2.218, 2.913, 0.861], [3.146, 3.598, 1.543], [4.438, 4.050, 0.900], [5.209, 4.673, 1.603], [4.677, 3.708, -0.490], [3.746, 3.021, -1.166], [2.449, 2.593, -0.525], [1.649, 1.984, -1.226], [3.878, 2.663, -2.436], [3.022, 3.924, 2.818], [1.290, 2.582, 1.300], [5.609, 4.022, -0.938], [3.065, 2.182, -2.681], [3.835, 4.413, 3.059], [-1.783, -0.847, -2.631], [-0.625, -0.182, -2.549], [0.439, -0.301, -3.617], [1.448, 0.356, -3.449], [0.184, -1.182, -4.740], [-0.979, -1.852, -4.810], [-2.048, -1.717, -3.750], [-3.079, -2.353, -3.888], [-1.289, -2.677, -5.794], [-0.331, 0.612, -1.530], [-2.532, -0.762, -1.866], [0.952, -1.275, -5.495], [-2.182, -3.025, -5.610], [0.569, 0.979, -1.677], [4.384, 0.605, 3.128], [5.504, 0.421, 3.846], [6.403, -0.780, 3.636], [7.399, -0.844, 4.327], [6.024, -1.764, 2.640], [4.905, -1.573, 1.929], [4.019, -0.367, 2.128], [3.026, -0.285, 1.418], [4.472, -2.409, 0.994], [5.922, 1.251, 4.779], [3.735, 1.459, 3.272], [6.664, -2.624, 2.502], [3.655, -2.012, 0.637], [6.757, 0.880, 5.130]],
  "lumo_energy_ha": -0.1497,
  "total_charge": 1,
  "multiplicity": 1,
  "homo_lumo_gap_ev": 7.4
}

Entry 6:
{
  "formula": "C7H14",
  "method": "wB97M-V/def2-TZVPD",
  "symbols": ["C", "C", "C", "C", "C", "C", "C", "H", "H", "H", "H", "H", "H", "H", "H", "H", "H", "H", "H", "H", "H"],
  "xyz": [[-1.226, -0.187, 1.434], [0.182, -0.088, 1.411], [0.906, 1.182, 1.796], [0.872, -1.167, 0.602], [1.096, -0.567, -0.921], [-0.360, -0.617, -1.470], [-1.161, 0.662, -1.839], [-2.080, 0.498, 1.669], [-1.646, -1.223, 1.342], [2.013, 1.118, 2.070], [0.887, 1.928, 0.943], [0.435, 1.489, 2.740], [0.329, -2.118, 0.601], [1.906, -1.155, 0.939], [1.411, 0.476, -0.855], [1.934, -1.058, -1.343], [-0.274, -1.184, -2.385], [-1.126, -1.232, -0.904], [-2.248, 0.590, -1.926], [-0.796, 1.118, -2.775], [-1.052, 1.535, -1.130]],
  "lumo_energy_ha": 0.0415,
  "smiles": "C=C(C)CCCC",
  "multiplicity": 1,
  "homo_lumo_gap_ev": 9.8
}

Entry 7:
{
  "formula": "C4H2O",
  "method": "wB97M-V/def2-TZVPD",
  "symbols": ["C", "C", "C", "C", "O", "H", "H"],
  "xyz": [[-0.386, -1.192, -0.023], [-0.607, -0.197, 0.887], [-0.404, 1.042, 0.534], [0.681, 1.656, 0.268], [1.290, 1.702, -0.964], [-1.005, -2.104, -0.047], [0.430, -0.907, -0.654]],
  "lumo_energy_ha": [-0.0631, -0.0646],
  "smiles": "C=C=C=C=O",
  "multiplicity": 1,
  "homo_lumo_gap_ev": [7.8, 7.3]
}

Entry 8:
{
  "formula": "C54H89AsN5PS2SiTi",
  "method": "wB97M-V/def2-TZVPD",
  "symbols": ["Ti", "N", "C", "C", "N", "C", "C", "N", "H", "H", "H", "H", "H", "H", "H", "H", "H", "H", "H", "H", "H", "S", "C", "C", "C", "C", "C", "C", "As", "C", "C", "C", "C", "C", "C", "C", "C", "C", "C", "C", "C", "H", "H", "H", "H", "H", "H", "H", "H", "H", "H", "H", "H", "H", "H", "C", "Si", "C", "C", "C", "C", "H", "H", "H", "H", "H", "H", "H", "H", "H", "C", "C", "C", "C", "N", "C", "S", "N", "C", "C", "C", "C", "H", "H", "H", "H", "H", "H", "H", "H", "H", "H", "H", "H", "H", "H", "H", "H", "H", "H", "H", "H", "C", "C", "C", "C", "C", "C", "P", "C", "C", "C", "C", "C", "C", "C", "C", "C", "C", "C", "C", "H", "H", "H", "H", "H", "H", "H", "H", "H", "H", "H", "H", "H", "H", "H", "H", "H", "H", "H", "H", "H", "H", "H", "H", "H", "H", "H", "H", "H", "H", "H", "H", "H"],
  "xyz": [[0.440, 0.923, -0.408], [1.182, 2.702, -1.692], [2.650, 2.879, -1.735], [3.337, 1.595, -1.268], [2.628, 0.980, -0.129], [2.914, 1.544, 1.214], [1.987, 2.712, 1.548], [0.600, 2.301, 1.252], [0.729, 3.538, -1.337], [0.793, 2.548, -2.609], [3.004, 3.124, -2.730], [2.928, 3.704, -1.087], [3.317, 0.876, -2.083], [4.384, 1.801, -1.026], [2.829, -0.022, -0.102], [2.710, 0.753, 1.930], [3.959, 1.842, 1.310], [2.128, 2.988, 2.590], [2.214, 3.584, 0.949], [0.175, 1.791, 2.015], [0.021, 3.112, 1.053], [-1.702, 1.950, -1.145], [-2.658, 0.607, -1.783], [-4.059, 0.645, -1.687], [-4.854, -0.315, -2.301], [-4.267, -1.335, -3.040], [-2.884, -1.409, -3.106], [-2.073, -0.467, -2.469], [-0.113, -0.588, -2.448], [0.040, -2.397, -3.169], [-0.423, -3.435, -2.358], [-0.278, -4.759, -2.744], [0.350, -5.065, -3.949], [0.801, -4.038, -4.769], [0.645, -2.708, -4.380], [0.324, 0.461, -4.050], [1.649, 0.522, -4.479], [2.031, 1.379, -5.508], [1.086, 2.203, -6.109], [-0.236, 2.151, -5.687], [-0.615, 1.287, -4.658], [-4.514, 1.457, -1.128], [-5.935, -0.263, -2.208], [-4.878, -2.066, -3.555], [-2.434, -2.212, -3.670], [-0.915, -3.197, -1.421], [-0.651, -5.554, -2.107], [0.478, -6.099, -4.250], [1.276, -4.267, -5.716], [0.983, -1.921, -5.038], [2.391, -0.124, -4.019], [3.064, 1.402, -5.842], [1.382, 2.884, -6.901], [-0.980, 2.781, -6.162], [-1.644, 1.256, -4.329], [-4.134, -1.667, 2.854], [-2.940, -0.247, 2.886], [-3.899, 1.311, 2.481], [-2.299, -0.110, 4.628], [-1.564, -0.357, 1.739], [-0.653, -0.286, 0.908], [-5.019, -1.407, 3.448], [-3.695, -2.578, 3.283], [-4.465, -1.900, 1.833], [-4.959, 1.209, 2.743], [-3.829, 1.517, 1.401], [-3.499, 2.179, 3.025], [-3.128, -0.050, 5.349], [-1.673, 0.783, 4.756], [-1.688, -0.987, 4.889], [-7.137, 6.206, -1.955], [-6.127, 5.098, -1.663], [-4.752, 5.647, -1.291], [-3.751, 4.531, -1.020], [-2.399, 5.046, -0.785], [-1.613, 4.897, 0.291], [0.020, 5.420, 0.221], [-2.149, 4.290, 1.367], [-1.636, 4.340, 2.739], [-2.497, 5.227, 3.631], [-2.477, 6.691, 3.211], [-3.404, 7.551, 4.069], [-8.113, 5.795, -2.222], [-6.796, 6.831, -2.786], [-7.270, 6.853, -1.083], [-6.025, 4.454, -2.542], [-6.495, 4.469, -0.844], [-4.833, 6.282, -0.403], [-4.378, 6.275, -2.107], [-3.710, 3.838, -1.862], [-4.082, 3.947, -0.163], [-1.911, 5.415, -1.580], [-3.068, 3.893, 1.267], [-0.624, 4.721, 2.696], [-1.616, 3.324, 3.132], [-2.130, 5.136, 4.658], [-3.530, 4.855, 3.620], [-2.770, 6.774, 2.162], [-1.453, 7.068, 3.282], [-4.442, 7.210, 3.990], [-3.369, 8.599, 3.759], [-3.116, 7.504, 5.125], [5.201, -3.373, 4.005], [4.011, -2.469, 4.384], [3.346, -1.887, 3.120], [3.476, -2.873, 1.944], [4.955, -2.849, 1.523], [5.899, -2.822, 2.759], [2.251, -2.415, 0.612], [2.834, -3.317, -0.907], [3.528, -4.704, -0.763], [4.845, -4.780, -1.547], [4.595, -4.364, -2.995], [4.138, -2.886, -3.080], [3.693, -2.326, -1.721], [0.719, -3.335, 1.132], [0.417, -3.157, 2.629], [-0.797, -4.007, 3.010], [-0.477, -5.517, 2.889], [0.673, -5.765, 1.898], [0.545, -4.817, 0.707], [4.856, -4.393, 3.806], [5.904, -3.436, 4.838], [4.371, -1.647, 5.011], [3.283, -3.030, 4.977], [3.873, -0.969, 2.833], [2.311, -1.608, 3.315], [3.217, -3.878, 2.296], [5.143, -1.959, 0.909], [5.195, -3.718, 0.911], [6.223, -1.795, 2.967], [6.801, -3.398, 2.545], [1.911, -3.443, -1.472], [2.873, -5.476, -1.181], [3.692, -4.970, 0.285], [5.228, -5.802, -1.507], [5.607, -4.132, -1.101], [3.816, -5.013, -3.409], [5.493, -4.518, -3.596], [3.313, -2.802, -3.789], [4.952, -2.265, -3.459], [3.101, -1.425, -1.886], [4.575, -2.034, -1.142], [-0.039, -2.745, 0.617], [1.263, -3.464, 3.254], [0.207, -2.107, 2.823], [-1.629, -3.737, 2.347], [-1.110, -3.770, 4.029], [-1.365, -6.054, 2.545], [-0.217, -5.930, 3.868], [0.659, -6.802, 1.558], [1.640, -5.610, 2.394], [-0.462, -4.941, 0.286], [1.240, -5.102, -0.077]],
  "lumo_energy_ha": [0.0141, 0.0140],
  "multiplicity": 3,
  "homo_lumo_gap_ev": [5.8, 7.2]
}